## A
DFT (ωB97M-V/def2-TZVPD) results for C4H7ClN2S in the gas phase.

Cartesian coordinates (Å):
H (-1.02643, 2.90440, -0.55586)
N (-0.50811, 2.02126, -0.35766)
C (-1.15490, 1.08840, -0.75605)
N (-0.69704, -0.17875, -0.56925)
S (-1.55456, -1.46341, -1.12521)
C (0.45699, -0.40514, 0.38448)
C (0.32539, -1.31545, 1.32489)
C (1.79868, 0.24911, 0.01708)
Cl (2.43758, -0.65127, -1.34529)
H (-2.24826, 1.19080, -1.27230)
H (-2.52668, -1.64105, -0.05018)
H (1.08637, -1.42451, 2.06707)
H (-0.59389, -1.88619, 1.54293)
H (1.66691, 1.26373, -0.20725)
H (2.53795, 0.24809, 0.90260)

Values from the calculation:
spin multiplicity = 1
lowest unoccupied orbital energy = 0.62 eV


## B
DFT (ωB97M-V/def2-TZVPD) results for C4H7ClN2S in the gas phase.

Cartesian coordinates (Å):
C (1.75120, 1.06023, 0.93057)
C (0.74508, 0.19559, -0.09028)
N (0.78614, -1.03497, -0.44315)
S (2.23884, -2.00693, -0.14807)
N (-0.50795, 0.81609, -0.15269)
C (-1.79686, 0.57327, -0.66606)
C (-2.61729, -0.51283, -0.31339)
Cl (-2.09935, -2.02563, 0.63071)
H (1.34378, 1.87009, 1.30207)
H (2.09712, 0.16735, 1.53962)
H (2.65081, 1.38373, 0.33634)
H (1.94328, -2.67707, -1.62603)
H (-0.46502, 1.67474, 0.74578)
H (-2.29510, 1.03020, -1.49856)
H (-3.77468, -0.51388, -0.54686)

Values from the calculation:
spin multiplicity = 1
lowest unoccupied orbital energy = 0.30 eV


Energies, relative to the best one, in hartree: A 0.0000; B 0.1096.


## A
DFT (ωB97M-V/def2-TZVPD) results for a molecular structure, C5H15N3O.

Cartesian coordinates (Å):
C (0.55942, 1.10429, 0.03651)
C (2.04285, 1.35041, 0.25736)
N (-0.11285, 1.08598, 1.32512)
N (0.01894, 2.19679, -0.80909)
H (0.41014, 0.12325, -0.91530)
H (-0.89838, 1.94900, -1.16758)
H (-1.11265, 0.97509, 1.20135)
H (0.01042, 1.98423, 1.79254)
H (0.61108, 2.35808, -1.61767)
H (2.21711, 2.35711, 0.65544)
H (2.60169, 1.25795, -0.67585)
H (2.44151, 0.63950, 0.97858)
C (-2.53013, -1.00988, -0.50263)
C (1.03793, -1.93565, 0.40959)
N (-1.31941, -1.46588, 0.15369)
C (-0.09647, -1.36832, -0.39599)
O (0.04363, -0.98042, -1.62724)
H (-1.36770, -1.66610, 1.14046)
H (-2.87559, -0.05732, -0.08981)
H (-2.30860, -0.87947, -1.55914)
H (-3.32161, -1.75102, -0.38571)
H (1.00831, -1.57859, 1.43807)
H (1.98281, -1.66201, -0.04951)
H (0.95757, -3.02700, 0.40680)

Values from the calculation:
spin multiplicity = 1
lowest unoccupied orbital energy = 0.74 eV


## B
DFT (ωB97M-V/def2-TZVPD) results for a molecular structure, C5H15N3O.

Cartesian coordinates (Å):
C (0.90396, -1.18046, 0.53491)
C (1.05738, -1.06575, -1.47462)
C (2.00037, -0.59642, 1.42982)
C (-0.46185, -1.22939, 1.22128)
O (0.56540, -0.08343, -2.16203)
H (0.58782, 1.19083, -1.36711)
H (1.18941, -2.22229, 0.37274)
H (2.15461, -1.14957, -1.43278)
H (0.56100, -2.03389, -1.63019)
H (2.93503, -0.47588, 0.87600)
H (2.20171, -1.23974, 2.29408)
H (1.71790, 0.37871, 1.84150)
H (-0.42020, -1.80779, 2.15246)
H (-0.82107, -0.23510, 1.49828)
H (-1.21139, -1.68572, 0.57072)
N (0.35627, 1.55152, -0.29602)
N (-3.15402, 1.71199, -0.82230)
C (-1.84429, 1.36991, -0.83583)
N (-1.00248, 1.97338, -0.07981)
H (0.57137, 0.53704, 0.10285)
H (0.96113, 2.23044, 0.15299)
H (-3.48786, 2.31289, -0.08548)
H (-3.82209, 1.12840, -1.29150)
H (-1.53811, 0.62033, -1.56995)

Values from the calculation:
spin multiplicity = 1
lowest unoccupied orbital energy = 0.90 eV


Energies, relative to the best one, in hartree: A 0.0000; B 0.0687.


## A
DFT (ωB97M-V/def2-TZVPD) results for C7H7NO2S in the gas phase.

Cartesian coordinates (Å):
O (2.57674, 0.82852, -1.29246)
S (2.58723, 0.07790, -0.07228)
O (3.81746, -0.04644, 0.64860)
C (1.42463, 0.78640, 1.09691)
C (0.48605, 1.60739, 0.66426)
C (0.07522, 1.59469, -0.74233)
C (-0.58207, 0.53823, -1.20756)
C (-0.98270, -0.55313, -0.31318)
C (-0.25155, -1.56438, 0.15360)
C (1.04465, -2.04188, -0.31539)
N (2.15542, -1.47944, -0.46996)
H (1.75672, 0.69615, 2.11516)
H (-0.08686, 2.22580, 1.34570)
H (0.28277, 2.46204, -1.34846)
H (-0.96000, 0.51188, -2.21994)
H (-2.01772, -0.48580, 0.01414)
H (-0.74134, -2.28173, 0.80622)
H (1.02527, -3.10442, -0.58048)

Values from the calculation:
spin multiplicity = 1
lowest unoccupied orbital energy = 0.04 eV


## B
DFT (ωB97M-V/def2-TZVPD) results for C7H7NO2S in the gas phase.

Cartesian coordinates (Å):
C (0.95487, 1.87734, 1.00277)
C (-0.13577, 1.08403, 1.44198)
C (2.12602, 1.13636, 0.73481)
C (1.12886, -0.83928, 1.11985)
C (-0.00783, -0.16910, 0.73418)
C (1.72892, -0.03991, 0.08910)
C (-1.41456, -1.58826, -1.72194)
N (0.49516, 0.08812, -0.70387)
O (0.83073, -2.54128, -0.74341)
O (0.96974, -1.32159, -2.90712)
S (0.36827, -1.42073, -1.56308)
H (1.12670, 2.99291, 1.20159)
H (-1.10830, 1.35520, 1.81161)
H (3.17430, 1.38074, 0.92743)
H (1.46777, -1.34025, 2.00957)
H (-1.45279, -1.94778, -2.83155)
H (-1.91454, -2.23938, -0.97482)
H (-2.03136, -0.61445, -1.73251)

Values from the calculation:
spin multiplicity = 1
lowest unoccupied orbital energy = -0.51 eV


Energies, relative to the best one, in hartree: A 0.0000; B 0.2111.


## A
DFT (ωB97M-V/def2-TZVPD) results for 2 unconnected molecules or ions with the total composition C4H13N2O.

Cartesian coordinates (Å):
C (-1.58886, -1.95678, 0.13074)
C (-1.92961, -0.68186, 0.89687)
C (-1.23678, 0.57650, 0.33754)
N (0.19588, 0.32138, 0.13942)
C (1.20049, 0.92915, 0.85077)
N (2.18611, 1.75659, 0.26140)
H (-0.74025, -2.48528, 0.56723)
H (-1.27076, -1.75705, -0.89448)
H (-2.40610, -2.66788, 0.14740)
H (-1.65252, -0.78899, 1.94250)
H (-3.00867, -0.52029, 0.78859)
H (-1.25643, 1.32096, 1.13586)
H (-1.69216, 0.96269, -0.57222)
H (0.43198, -0.16328, -0.70983)
H (1.00816, 1.18678, 1.88515)
H (2.84865, 2.19643, 0.88067)
H (2.71174, 1.35495, -0.49958)
H (2.03508, 0.87579, -2.65021)
H (2.26986, -0.58750, -2.57869)
O (1.89417, 0.12769, -2.05913)

Values from the calculation:
spin multiplicity = 2
expectation value of S² = 0.753
lowest unoccupied orbital energy (alpha / beta) = 0.54 / 0.52 eV


## B
DFT (ωB97M-V/def2-TZVPD) results for 2 unconnected molecules or ions with the total composition C4H13N2O.

Cartesian coordinates (Å):
C (-1.17431, -1.47695, 0.09297)
C (-0.74942, -0.92209, 1.43927)
C (0.22567, 0.25119, 1.39308)
N (-0.26429, 1.25501, 0.44281)
C (0.36539, 1.54174, -0.76346)
N (-0.22889, 2.50705, -1.55282)
H (-2.14776, -1.10621, -0.22064)
H (-0.36296, -1.36306, -0.62277)
H (-1.42259, -2.54511, 0.13171)
H (-1.59686, -0.52557, 2.00630)
H (-0.28961, -1.70784, 2.05338)
H (0.32523, 0.74565, 2.35917)
H (1.22702, -0.02365, 1.05616)
H (-1.02436, 1.81732, 0.77189)
H (1.31964, 1.07120, -0.92185)
H (0.05722, 2.60186, -2.51403)
H (-1.04076, 3.06145, -1.32243)
H (2.48641, -1.75864, -0.55459)
H (2.05733, -2.09215, -1.91946)
O (2.23791, -1.33122, -1.35469)

Values from the calculation:
spin multiplicity = 2
expectation value of S² = 0.753
lowest unoccupied orbital energy (alpha / beta) = 0.80 / 0.77 eV


Energies, relative to the best one, in hartree: A 0.0000; B 0.0103.